# C5H6N

C5H6N as an isolated structure in a non-equilibrium geometry (ωB97M-V with the def2-TZVPD basis set, the Open Molecules 2025 dataset).

Computed properties:
**Relative energy (zero: lowest compared OMol25 entry of this formula, charge and spin)**: 514.2 kJ/mol
**LUMO level**: -6.485 eV
**Max |F|**: 2.23 eV/Å
**Highest occupied orbital energy**: -14.9919 eV
**Net charge**: +1
**Molecular weight**: 80.1 u
**Energy**: -248.41983 Eh
**Orbital gap**: 8.5 eV

The geometry in XYZ format:
```
12
C5H6N, DFT ωB97M-V with the def2-TZVPD basis set
C 1.79 0.62 -0.07
C 1.42 -0.61 -0.11
C 0.21 -1.36 0.09
C -0.71 1.05 -0.33
C -0.43 -0.07 0.60
N 0.59 1.08 0.53
H 2.65 1.22 -0.27
H -0.20 -1.78 -0.83
H 0.26 -2.13 0.86
H -0.60 0.96 -1.40
H -1.40 1.80 0.04
H -0.94 -0.11 1.55
```


# C43H49ClN5O4RuS2Si

C43H49ClN5O4RuS2Si as an isolated structure (ωB97M-V with the def2-TZVPD basis set, the Open Molecules 2025 dataset).

Computed properties:
**Relative energy (zero: lowest compared OMol25 entry of this formula, charge and spin)**: 147.6 kJ/mol
**LUMO level (alpha / beta)**: 0.194 / -2.032 eV
**Max |F|**: 0.92 eV/Å
**Highest occupied orbital energy (alpha / beta)**: -7.1072 / -6.9797 eV
**Multiplicity**: 6
**Molecular weight**: 928.6 u
**Energy**: -3883.69097 Eh
**Orbital gap (alpha / beta)**: 7.3 / 4.9 eV

The geometry in XYZ format:
```
106
C43H49ClN5O4RuS2Si, DFT ωB97M-V with the def2-TZVPD basis set
Ru -0.42 0.80 0.12
C 3.83 -4.45 1.93
Si 3.35 -4.43 0.12
C 1.99 -5.66 -0.29
C 4.90 -4.91 -0.85
C 2.86 -2.70 -0.51
C 3.53 -2.16 -1.59
C 3.14 -0.95 -2.13
C 2.06 -0.30 -1.57
N 1.38 -0.77 -0.52
C 1.77 -1.95 0.02
S 0.80 -2.66 1.27
H 4.67 -5.12 2.10
H 2.99 -4.76 2.55
H 4.11 -3.45 2.26
H 2.33 -6.69 -0.14
H 1.68 -5.56 -1.33
H 1.12 -5.49 0.34
H 5.36 -5.78 -0.38
H 5.64 -4.10 -0.85
H 4.67 -5.17 -1.89
H 4.37 -2.69 -2.03
H 3.63 -0.53 -3.00
H 1.72 0.64 -1.98
N -1.71 4.47 -2.48
C -0.94 3.73 -1.65
N -1.57 2.72 -1.13
C -2.86 2.77 -1.66
C -3.96 1.95 -1.46
C -5.13 2.25 -2.14
C -5.21 3.36 -3.00
C -4.13 4.19 -3.21
C -2.96 3.88 -2.52
H -1.42 5.28 -3.00
H 0.09 3.99 -1.43
H -3.89 1.08 -0.82
H -6.00 1.63 -2.01
H -6.14 3.55 -3.52
H -4.19 5.04 -3.88
C -2.25 -3.15 -3.93
C -0.93 -2.67 -4.46
C 0.11 -3.58 -4.64
C 1.31 -3.19 -5.20
Cl 2.58 -4.37 -5.42
C 1.51 -1.88 -5.60
C 0.50 -0.96 -5.40
C -0.71 -1.34 -4.83
O -1.68 -0.37 -4.77
C -2.35 -0.14 -3.54
C -1.48 0.04 -2.29
O -1.96 -0.41 -1.22
O -0.40 0.67 -2.36
H -2.35 -4.22 -4.07
H -3.08 -2.66 -4.45
H -2.34 -2.94 -2.86
H -0.03 -4.61 -4.34
H 2.44 -1.59 -6.07
H 0.62 0.08 -5.70
H -3.09 -0.90 -3.32
H -2.88 0.81 -3.69
N 1.10 3.48 1.35
C -0.22 3.73 1.52
N -1.12 2.81 1.56
C -2.39 3.35 1.69
C -3.57 2.62 1.79
C -4.78 3.30 1.90
C -4.82 4.69 1.90
C -3.65 5.43 1.81
C -2.45 4.75 1.72
S -0.83 5.39 1.60
H 1.36 2.53 1.63
H 1.76 4.21 1.55
H -3.53 1.54 1.78
H -5.70 2.74 1.97
H -5.77 5.20 1.96
H -3.67 6.51 1.83
C -1.67 0.89 4.16
C -1.38 -0.53 3.65
C -2.04 -0.80 2.30
C 0.11 -0.79 3.76
C 0.51 -1.65 4.78
C 1.81 -1.73 5.21
C 2.77 -0.92 4.61
C 2.47 -0.08 3.56
C 3.58 0.83 3.06
C 3.82 0.79 1.55
C 3.35 2.26 3.57
C 1.11 0.00 3.07
O 0.79 0.84 2.12
H -2.75 1.06 4.26
H -1.26 1.62 3.48
H -1.21 1.03 5.14
H -1.86 -1.22 4.35
H -1.61 -0.18 1.51
H -3.11 -0.60 2.35
H -1.90 -1.83 1.99
H -0.25 -2.25 5.28
H 2.08 -2.38 6.03
H 3.79 -0.96 4.97
H 4.50 0.47 3.53
H 2.97 1.16 0.99
H 4.00 -0.24 1.22
H 4.70 1.38 1.29
H 2.33 2.59 3.37
H 4.05 2.96 3.10
H 3.50 2.30 4.65
```


# C3H11NO3

A 3-piece molecular cluster, C3H11NO3 overall in a non-equilibrium geometry (ωB97M-V with the def2-TZVPD basis set, the Open Molecules 2025 dataset).

Computed properties:
**Relative energy (zero: lowest compared OMol25 entry of this formula, charge and spin)**: 216.2 kJ/mol
**LUMO level**: 0.280 eV
**Max |F|**: 3.59 eV/Å
**Highest occupied orbital energy**: -9.8695 eV
**Molecular weight**: 109.1 u
**Energy**: -401.33072 Eh
**Orbital gap**: 10.1 eV

The geometry in XYZ format:
```
18
C3H11NO3, DFT ωB97M-V with the def2-TZVPD basis set
C 0.11 -1.46 1.77
C 1.06 -1.89 0.54
C 1.33 -0.69 -0.46
N 0.17 -0.10 -0.87
O 2.42 -0.28 -0.93
H -0.69 -2.25 2.11
H -0.63 -0.61 1.68
H 0.68 -0.99 2.56
H 2.03 -1.80 0.93
H 0.75 -2.82 -0.01
H -0.68 -0.44 -0.44
H -0.01 -0.11 -1.87
H -2.71 -3.24 -2.10
H -1.28 -2.86 -2.16
O -2.11 -2.73 -2.65
H -0.09 7.31 -0.22
H -0.52 7.52 1.38
O 0.18 7.42 0.74
```